Entry from the Open Molecules 2025 dataset: a cluster of 9 separate species, C29H54NO25S2 in total (ωB97M-V/def2-TZVPD).

```
111
Properties=species:S:1:pos:R:3:lowdin_charge:R:1
C -1.96213 -0.40495 -3.52606 0.0425
N -0.83613 -0.04095 -2.63806 -0.2859
C -1.35613 -0.69195 -1.40706 -0.0436
C 0.58987 -0.51995 -2.84706 0.0188
C -0.66413 1.38105 -2.24306 -0.1207
C -1.97713 2.03905 -1.77506 -0.1930
O -1.68813 3.42205 -1.79306 -0.0490
H -2.93313 -0.16295 -3.22306 0.0726
H -2.00413 -1.29095 -3.78206 0.0339
H -1.64213 0.19105 -4.37506 0.1347
H -1.57913 -1.67395 -1.41806 0.0698
H -2.46413 -0.59395 -1.10906 0.1222
H -0.61213 -0.51095 -0.56506 0.1334
H 0.76187 -1.68895 -3.07506 0.1493
H 1.23387 -0.30995 -1.85206 0.1481
H 1.20987 -0.09295 -3.61306 0.0833
H -0.30013 2.05805 -3.11406 0.1672
H 0.08587 1.46305 -1.44606 0.1284
H -2.43013 1.64305 -0.81106 0.1428
H -2.66013 1.91905 -2.53406 0.0902
H -1.34613 3.78505 -2.58306 0.0644
O -2.66413 -3.01095 5.81794 -0.2682
S -1.94013 -4.23895 5.82294 0.6332
O -2.51513 -5.53995 5.65694 -0.2765
O -0.89413 -4.10295 4.43594 -0.2651
C -1.53913 -3.82595 3.24594 -0.3323
C -0.58213 -3.73995 2.03494 -0.0691
C -0.91213 -4.39295 7.21794 -0.1400
H -1.93813 -2.91995 3.20494 0.0322
H -2.36213 -4.63995 3.06694 0.1559
H -0.74913 -2.76195 1.36294 0.1027
H -0.37413 -4.72995 1.35294 0.1261
H 0.40287 -3.43095 2.29894 0.0269
H -0.12213 -3.64195 7.15394 0.0581
H -0.30413 -5.40695 7.27894 0.1363
H -1.68813 -4.20195 7.99594 0.0925
O 1.91387 3.42105 -2.08706 -0.3236
S 3.03487 3.26705 -3.01206 0.7218
O 2.80587 2.48205 -4.22406 -0.2917
O 3.25787 4.89405 -3.57506 -0.2550
C 2.23687 5.48705 -4.33806 -0.3529
C 2.66387 6.87905 -4.83506 -0.0502
C 4.57687 2.93805 -2.19906 -0.0976
H 1.26887 5.61005 -3.86906 0.0919
H 1.63887 4.76305 -4.84806 0.1003
H 1.94387 7.14105 -5.51206 0.0234
H 3.69887 6.77905 -5.54806 0.1541
H 2.70987 7.54905 -3.89206 0.1150
H 4.79887 1.89605 -1.97506 0.0777
H 4.86387 3.48305 -1.22606 0.1324
H 5.23887 3.29405 -2.80606 -0.0084
C -2.18013 1.71105 3.69394 -0.0290
C -1.52713 2.07505 2.24994 -0.1001
O -1.71813 0.93205 1.50594 0.0482
C -2.38813 -0.01795 2.16294 -0.5195
O -2.87913 -0.97895 1.60394 0.1345
O -2.66113 0.41405 3.40994 0.0724
H -2.71313 2.51205 4.13494 0.1199
H -1.18713 1.53905 4.25794 0.1397
H -0.55413 2.30605 2.27094 0.0796
H -1.86113 2.97205 1.79794 0.1090
C 1.53787 -5.38495 -2.68406 -0.0375
C 2.39787 -6.12295 -1.60306 -0.1221
O 2.28687 -5.21595 -0.57006 0.0300
C 1.55087 -4.08795 -0.82606 -0.7252
O 1.55887 -3.22995 -0.12906 0.2118
O 1.09987 -4.14495 -2.02206 0.0778
H 0.65787 -5.95995 -2.85306 0.1170
H 2.14287 -5.03495 -3.50106 0.1152
H 3.40787 -5.89795 -1.96006 0.1289
H 2.00387 -7.19395 -1.45906 0.1635
C -5.32013 -3.08195 0.31894 -0.0416
C -6.02313 -1.81895 0.89294 -0.1539
O -5.93813 -1.00795 -0.15206 0.0424
C -5.03313 -1.30395 -1.19406 -0.4017
O -4.93213 -0.75795 -2.31806 0.0958
O -4.69013 -2.59895 -0.90106 0.0353
H -6.03513 -3.68495 -0.06606 0.0920
H -4.70613 -3.76995 0.82594 0.1202
H -5.34613 -1.31895 1.61594 0.1293
H -6.87913 -2.06995 1.32794 0.0962
C 1.59287 0.29005 4.79794 -0.1835
C 0.80187 -1.12995 4.58094 -0.0753
O 0.65387 -1.02095 3.20394 0.0113
C 1.39287 -0.05195 2.64894 -0.5376
O 1.51487 0.03805 1.45894 0.1499
O 1.85887 0.79705 3.60194 0.0969
H 2.42087 0.10405 5.69294 0.1814
H 1.05887 0.89305 5.50494 0.0937
H -0.15213 -1.65695 5.04094 0.1602
H 1.48087 -1.95595 4.62094 0.1069
C 5.63587 -2.55895 -1.27706 -0.0245
C 4.35887 -1.74495 -0.80106 -0.1268
O 3.62487 -1.69595 -1.93506 0.0766
C 4.06287 -2.54295 -2.77706 -0.7001
O 3.43387 -2.79995 -3.81806 0.0974
O 5.08987 -3.17495 -2.46606 0.1404
H 5.88187 -3.16595 -0.54906 0.0785
H 6.26387 -1.68495 -1.64606 0.1621
H 4.60187 -0.79895 -0.30706 0.1346
H 3.81587 -2.64595 -0.07506 0.1943
C -0.40013 6.25905 -0.66206 -0.0516
C -1.32113 5.99005 0.57594 -0.0742
O -1.73013 7.32805 0.96994 0.0556
C -1.15313 8.30305 0.23094 -0.5903
O -1.27013 9.52505 0.27894 0.1328
O -0.40113 7.71105 -0.61706 0.0895
H -0.57213 5.68905 -1.52406 0.0796
H 0.59087 5.86005 -0.54906 0.1164
H -0.80313 5.43905 1.24594 0.0701
H -2.30213 5.40705 0.44794 0.1487
```

Calculated values
Highest occupied orbital energy   -12.225 eV
E_LUMO   -1.97 eV
Net charge   +1
Energy relative to the best compared isomer or geometry (same formula, charge and spin)   89.13 kcal/mol
Total energy   -3868.75946 hartree
Frontier orbital gap   10.25 eV